17
Properties=species:S:1:pos:R:3 method="wB97M-V/def2-TZVPD" total_charge=0 fmax_ev_per_a=3.4 smiles=C#CC[C@@H]1C[C@@H]1C relative_energy_ev=4.1957 multiplicity=1 orbital_gap_ev=9.3
C -1.24870 1.18818 0.48912
C -0.87084 -0.25236 0.38842
C -1.06093 -0.86278 -1.39509
C 0.05397 -1.00231 -0.46522
C 1.33643 -0.25810 -0.64063
C 1.72362 0.16781 0.70097
C 2.29740 0.50204 1.70356
H -2.33560 1.24663 0.43063
H -0.97492 1.61498 1.44917
H -0.81698 1.75514 -0.31987
H -1.32018 -0.83252 1.17533
H -1.73806 -1.68557 -1.61932
H -1.00984 -0.08260 -2.16988
H 0.15985 -2.00488 -0.03574
H 1.20348 0.62980 -1.26731
H 2.10501 -0.86731 -1.10582
H 2.52388 0.75532 2.70741


114
Properties=species:S:1:pos:R:3 method="wB97M-V/def2-TZVPD" total_charge=0 fmax_ev_per_a=0.4 multiplicity=1 orbital_gap_ev=7.8
Sn -0.51508 -0.33661 0.20102
C 0.45407 -2.89931 3.19841
C 0.61523 -1.37838 3.31690
C 0.85243 -0.95086 4.76194
C 1.71862 -0.90514 2.41046
C 3.09112 -0.78871 2.64276
C 3.64229 -0.39044 1.43176
C 5.07029 -0.05151 1.11078
C 5.28178 1.46426 1.20631
C 6.03592 -0.80367 2.02141
N 2.64571 -0.27877 0.53437
N 1.46862 -0.58560 1.14327
B 2.71000 0.16696 -0.95446
N 1.81456 1.42889 -1.15273
N 0.49004 1.42198 -0.81121
C -0.00397 2.63195 -1.06549
C 1.01321 3.45321 -1.55110
C 2.14843 2.65981 -1.59158
C 3.49587 3.04596 -2.13077
C 3.97042 4.36219 -1.51280
C 3.42749 3.15645 -3.66005
C -1.46007 2.96438 -0.90755
C -1.66786 4.13177 0.05885
C -2.06260 3.26914 -2.28256
N 2.21756 -0.97551 -1.85937
N 0.93142 -1.39178 -1.68983
C 0.72379 -2.37131 -2.55952
C 1.89278 -2.60780 -3.29241
C 2.82967 -1.70247 -2.82386
C 4.28428 -1.69229 -3.24323
C 4.97278 -0.34553 -3.48054
C 5.11052 -2.55133 -2.27705
C -0.57736 -3.12311 -2.65261
C -1.75426 -2.20588 -3.00018
C -0.84992 -3.92801 -1.37569
H -0.37098 -3.24444 3.82569
H 0.24531 -3.19902 2.16880
H 1.36661 -3.40833 3.51935
H -0.31367 -0.91334 2.97783
H 1.73944 -1.44214 5.17225
H 0.98788 0.12908 4.84149
H -0.00033 -1.23362 5.38109
H 3.61529 -0.98287 3.56419
H 5.26980 -0.35386 0.08195
H 5.17804 1.79424 2.24250
H 6.27927 1.73872 0.85561
H 4.54512 2.00438 0.60722
H 5.90189 -0.50995 3.06521
H 5.89532 -1.88349 1.95015
H 7.06574 -0.57249 1.74405
H 3.83336 0.43440 -1.21415
H 0.93214 4.48620 -1.85268
H 4.21534 2.26917 -1.87581
H 3.32571 5.19072 -1.81660
H 3.96894 4.31817 -0.42202
H 4.98500 4.58988 -1.84593
H 2.80557 4.00742 -3.94883
H 4.42489 3.30244 -4.08142
H 2.99138 2.26123 -4.10649
H -1.95575 2.08531 -0.48827
H -1.17504 5.03014 -0.32238
H -2.73287 4.35391 0.16650
H -1.26232 3.91826 1.04696
H -1.93936 2.42937 -2.96903
H -1.57390 4.14012 -2.72603
H -3.12737 3.49404 -2.20069
H 2.04229 -3.34377 -4.06848
H 4.26902 -2.19987 -4.20946
H 5.33959 0.09472 -2.55463
H 5.83677 -0.49780 -4.13145
H 4.31170 0.37370 -3.96356
H 5.10475 -2.10547 -1.27749
H 4.70370 -3.55967 -2.19730
H 6.14851 -2.61979 -2.61288
H -0.44311 -3.83128 -3.47420
H -2.68898 -2.77179 -3.02136
H -1.61000 -1.73525 -3.97472
H -1.86149 -1.41437 -2.25418
H -0.91925 -3.27118 -0.50552
H -1.79666 -4.46816 -1.45448
H -0.05043 -4.64992 -1.19542
O -4.27097 -6.53838 4.19390
C -4.10580 -5.49687 3.62314
S -4.22669 -5.30182 1.86058
C -3.83641 -3.60123 1.83234
C -3.59764 -3.01328 3.01062
S -3.29635 -1.30540 3.11788
S -3.71759 -3.97629 4.46163
S -3.84643 -2.69451 0.36004
O -0.62923 2.67954 3.54567
C -0.81828 1.89280 2.67634
N -1.03999 1.10946 1.80103
C -6.77320 0.49119 -0.32222
N -5.43928 1.03979 -0.58184
C -5.25541 2.23873 0.23525
N -5.44733 1.99367 1.65550
C -6.77945 1.43325 1.86697
N -7.03216 0.21504 1.09335
C -6.25267 -0.92752 1.57214
P -4.44428 -0.62104 1.38413
C -4.38739 0.05203 -0.36438
C -4.41085 1.09496 2.17196
H -6.90348 -0.42677 -0.89669
H -7.50543 1.22416 -0.66282
H -5.98207 2.98557 -0.08955
H -4.25150 2.63050 0.07403
H -7.51644 2.18146 1.57067
H -6.91239 1.21369 2.92685
H -6.50261 -1.81874 1.00006
H -6.46583 -1.11927 2.62466
H -4.50976 -0.78191 -1.05618
H -3.40933 0.50103 -0.54205
H -3.42226 1.52608 1.99751
H -4.53610 0.99337 3.25045


49
Properties=species:S:1:pos:R:3 method="wB97M-V/def2-TZVPD" total_charge=0 fmax_ev_per_a=0.6 multiplicity=1 orbital_gap_ev=7.6
Mg 0.28684 0.51663 0.61311
C 0.48882 2.30832 -2.06888
O 0.32625 1.05743 -1.38155
C 0.05446 -0.01769 -2.28666
C -0.28933 -1.25031 -1.46903
O -1.08000 -0.77762 -0.36760
C -1.47957 -1.76001 0.60079
C -1.99497 -0.97809 1.79238
O -1.06069 0.06233 2.07712
C -1.25163 0.70277 3.34327
H 1.35474 2.24718 -2.72648
H 0.64515 3.07163 -1.31317
H -0.42193 2.51786 -2.63279
H 0.93852 -0.20315 -2.90138
H -0.78213 0.27956 -2.92426
H 0.60287 -1.75002 -1.08365
H -0.85820 -1.96057 -2.07300
H -0.61023 -2.36383 0.87119
H -2.27179 -2.38628 0.18385
H -2.07816 -1.64048 2.65801
H -2.96949 -0.52409 1.58889
H -1.18433 -0.04124 4.13862
H -2.22306 1.19953 3.35915
H -0.45369 1.43334 3.44782
S 2.41052 0.69985 6.57269
C 2.12848 -0.16956 5.19546
S 2.82966 0.25391 3.66480
C 1.89558 -0.96726 2.87190
N 1.16037 -1.66582 3.66942
N 1.32611 -1.24467 4.97605
C 0.58752 -1.98698 5.94897
C 1.06142 -2.14011 7.24322
C 0.32118 -2.87979 8.15430
C -0.87705 -3.47044 7.78629
C -1.32858 -3.33281 6.48110
C -0.60085 -2.59727 5.56127
S 1.93758 -1.21505 1.14421
H 1.99522 -1.68929 7.53534
H 0.69587 -2.99428 9.16225
H -1.44901 -4.04101 8.50486
H -2.25080 -3.80619 6.17014
H -0.92731 -2.52014 4.53492
N 1.03184 2.26417 1.31264
C 2.06007 2.57952 0.85662
C 3.23433 2.88910 0.19895
C 4.00917 4.01622 0.56991
N 4.63494 4.93623 0.86552
C 3.53665 2.08953 -0.93201
N 3.68976 1.42963 -1.86584


94
Properties=species:S:1:pos:R:3 method="wB97M-V/def2-TZVPD" total_charge=+1 fmax_ev_per_a=0.6 relative_energy_ev=0.3979 multiplicity=4 s2=3.76 orbital_gap_ev="6.7 / 7.4"
V 1.07440 0.86601 0.10955
N -0.43039 4.82395 0.91860
C 0.29616 5.58880 1.86028
C -0.02166 6.91952 2.06413
C 0.70248 7.67340 2.97854
C 1.75701 7.10100 3.66873
C 2.08426 5.76877 3.44947
C 1.34302 5.00981 2.56094
S 1.72549 3.29304 2.36759
N 0.90422 2.88334 0.92872
C -0.00715 3.63322 0.41780
C -0.62881 3.15232 -0.84742
C -1.35195 3.97703 -1.69457
C -1.79874 3.47098 -2.90606
C -1.48564 2.16804 -3.24066
C -0.75354 1.41379 -2.33967
N -0.35059 1.87746 -1.15907
H -1.16981 5.30040 0.43380
H -0.83674 7.36866 1.50866
H 0.44289 8.71022 3.14019
H 2.33067 7.68540 4.37417
H 2.91348 5.31674 3.97970
H -1.53826 5.01472 -1.45782
H -2.35646 4.09968 -3.58646
H -1.78347 1.73649 -4.18517
H -0.45831 0.40092 -2.57580
N -0.86232 -1.84576 -1.43222
P -2.22117 -0.92422 -0.85569
C -3.32678 -1.12784 -2.29138
C -3.43973 -2.31261 -3.01931
C -4.30031 -2.38886 -4.10239
C -5.06599 -1.28681 -4.46325
C -4.96582 -0.10715 -3.74211
C -4.09364 -0.02704 -2.66473
C -2.94519 -2.03364 0.40540
C -3.53087 -1.42629 1.51381
C -4.09909 -2.19147 2.52430
C -4.07289 -3.57411 2.43411
C -3.48848 -4.18913 1.33262
C -2.93115 -3.42358 0.32286
P 0.67401 -1.58371 -0.70294
C 0.76516 -2.95210 0.50051
C 0.81948 -2.68414 1.86205
C 0.86396 -3.72207 2.78703
C 0.87196 -5.03393 2.34630
C 0.83397 -5.31170 0.98278
C 0.77630 -4.27837 0.06669
C 1.80165 -2.15367 -2.01053
C 3.15424 -1.87849 -1.81903
C 4.09560 -2.28758 -2.74762
C 3.69420 -2.96647 -3.88997
C 2.35211 -3.24752 -4.08917
C 1.40922 -2.84952 -3.15075
H -0.84269 -1.94423 -2.43755
H -2.86604 -3.18669 -2.73286
H -4.38242 -3.31186 -4.66118
H -5.74150 -1.35091 -5.30593
H -5.56261 0.75159 -4.02008
H -4.00318 0.89969 -2.10898
H -3.55144 -0.34230 1.58132
H -4.55665 -1.71046 3.37894
H -4.50820 -4.17600 3.22098
H -3.46710 -5.26921 1.26534
H -2.46534 -3.90358 -0.52700
H 0.82288 -1.66197 2.21488
H 0.89853 -3.49896 3.84558
H 0.91478 -5.84542 3.06095
H 0.85245 -6.33811 0.63943
H 0.74888 -4.49736 -0.99463
H 3.46779 -1.32868 -0.94107
H 5.14213 -2.06405 -2.58836
H 4.42690 -3.27472 -4.62367
H 2.03399 -3.78201 -4.97444
H 0.37367 -3.11709 -3.32182
N -0.40179 0.62417 3.13706
N -0.58283 0.41884 1.72552
H -1.28174 0.49938 3.62851
H -0.08284 1.57702 3.28028
H -1.40241 0.91632 1.37347
H -0.81347 -0.56649 1.61437
O 2.72344 2.07081 -3.64615
C 2.52248 1.63431 -2.56144
N 2.32858 1.19314 -1.47203
I 3.60913 -0.38264 5.51632
C 3.89299 0.03268 3.49857
C 5.15883 0.19588 2.96022
C 5.25844 0.48485 1.60983
C 4.10731 0.59816 0.85092
N 2.88305 0.42948 1.36937
C 2.78650 0.15604 2.67686
H 6.04216 0.10447 3.57768
H 6.22199 0.62774 1.14150
H 4.13439 0.84194 -0.20254
H 1.78995 0.05031 3.08622